(w)
17
Properties=species:S:1:pos:R:3 method="wB97M-V/def2-TZVPD" charge=-1 lumo_ev=3.48
C -0.916 0.901 -0.455
H -3.275 -0.011 0.120
C -3.010 0.022 -0.943
H -1.261 0.986 0.591
O 3.084 -0.509 1.999
H 0.483 -1.071 1.398
H 0.898 0.649 1.522
C 0.954 -0.233 0.872
H 0.086 -0.966 -0.946
H -3.759 -0.367 -1.634
H 2.947 0.004 0.009
H 1.089 0.459 -1.135
C 0.327 0.002 -0.504
C 2.469 -0.612 0.817
N -1.930 0.476 -1.396
H 2.450 -1.661 0.375
H -0.637 1.933 -0.690

---

(x)
17
Properties=species:S:1:pos:R:3 method="wB97M-V/def2-TZVPD" charge=-1 lumo_ev=4.00
O 1.742 1.451 0.722
C -0.473 -1.033 -0.697
H -1.482 0.543 -1.570
H 0.272 0.730 -1.649
N 0.339 -2.911 0.504
H 1.329 -1.062 0.437
H -0.643 0.694 1.145
H -1.517 1.929 0.370
H 0.380 2.880 1.324
H 0.727 2.888 -0.418
C -0.553 0.459 -0.996
C 0.406 -1.556 0.150
C 0.662 2.203 0.471
H -0.430 -3.421 0.106
H 0.957 -3.410 1.113
C -0.602 1.329 0.254
H -1.113 -1.715 -1.264

---

(y)
17
Properties=species:S:1:pos:R:3 method="wB97M-V/def2-TZVPD" charge=-1 lumo_ev=3.91
H 0.206 0.092 1.972
H -0.589 1.761 0.734
O -2.210 1.907 -0.698
H 0.417 1.086 -1.608
C 1.413 -0.656 -0.405
H 2.471 -0.620 0.042
N -0.376 -0.293 1.277
C 0.817 0.613 -0.696
C -0.490 0.713 0.273
H -1.788 -0.055 -1.425
H 1.346 1.499 -0.232
C -1.886 0.674 -0.480
C 0.542 -1.391 0.697
H -2.488 -0.004 0.118
H 1.061 -1.897 1.525
H 1.598 -1.114 -1.391
H -0.044 -2.315 0.297

---

Last place for stability: (y)